ORCA calculation (ωB97M-V/def2-TZVPD) on C26H22BrI2NO3SeSr as an isolated structure.

Geometry as XYZ:
```
57
Properties=species:S:1:pos:R:3:forces:R:3
Sr 0.530 0.016 -0.069 -0.06 0.22 0.52
C 3.606 -5.369 -3.769 0.04 -0.01 -0.01
O 2.297 -5.263 -4.301 -0.01 -0.03 0.01
C 1.466 -4.357 -3.743 -0.04 0.04 -0.01
C 0.163 -4.325 -4.293 0.01 -0.02 -0.02
C -0.737 -3.442 -3.786 -0.01 0.00 0.01
C -0.432 -2.538 -2.733 0.03 0.00 0.02
C -1.448 -1.624 -2.292 -0.01 0.00 -0.02
C -2.854 -1.737 -2.841 0.01 0.02 0.00
O -1.262 -0.697 -1.473 -0.08 -0.12 -0.15
C 0.896 -2.575 -2.174 -0.02 -0.08 -0.07
O 1.292 -1.828 -1.212 0.03 -0.07 -0.21
C 1.817 -3.513 -2.721 0.04 -0.01 0.05
H 4.090 -6.171 -4.320 0.00 0.00 0.00
H 3.580 -5.620 -2.706 -0.01 0.00 -0.01
H 4.165 -4.441 -3.908 -0.01 0.01 0.00
H -0.084 -4.999 -5.101 0.00 0.00 0.00
H -1.727 -3.425 -4.220 0.00 0.00 0.00
H -3.233 -2.756 -2.791 0.00 0.00 0.01
H -2.879 -1.420 -3.885 0.00 -0.01 0.00
H -3.497 -1.078 -2.263 0.00 0.00 -0.01
H 2.803 -3.519 -2.280 -0.01 0.01 0.00
I 0.988 -3.013 2.377 0.00 0.00 -0.07
C -0.967 -2.267 2.380 -0.01 0.00 0.04
C -1.952 -2.932 3.096 0.00 0.00 0.02
C -3.223 -2.385 3.098 0.01 0.00 -0.01
C -3.456 -1.209 2.402 0.00 0.01 0.00
C -2.405 -0.628 1.718 -0.01 0.03 0.05
N -1.174 -1.153 1.700 0.06 -0.02 -0.07
H -1.720 -3.839 3.634 -0.01 0.00 0.00
H -4.021 -2.871 3.646 0.00 0.00 0.00
H -4.430 -0.741 2.390 0.00 -0.01 0.00
H -2.535 0.300 1.176 -0.01 -0.01 -0.01
Se 0.572 2.473 1.629 -0.04 0.16 0.00
C 2.124 2.181 2.705 0.02 -0.01 -0.03
C 2.900 3.265 3.120 0.06 -0.03 0.00
C 4.036 3.074 3.892 -0.02 0.02 -0.01
C 4.428 1.797 4.271 0.01 -0.01 0.01
C 3.660 0.712 3.875 -0.01 -0.01 -0.01
C 2.520 0.904 3.105 0.03 -0.01 0.06
H 2.605 4.264 2.826 -0.01 0.00 0.00
H 4.620 3.933 4.200 0.00 -0.01 0.00
H 5.315 1.651 4.874 0.00 0.00 0.00
H 3.940 -0.292 4.172 0.00 0.00 0.00
H 1.914 0.043 2.843 -0.02 0.01 0.00
Br -4.787 4.479 0.254 0.01 0.03 0.00
C -3.046 5.172 -0.012 -0.01 -0.05 -0.01
C -2.821 6.500 0.323 -0.01 -0.01 0.00
C -1.562 7.050 0.152 0.01 0.00 0.00
C -0.528 6.275 -0.349 0.00 0.02 0.01
C -0.752 4.951 -0.682 0.02 -0.05 -0.01
C -2.013 4.393 -0.519 -0.09 0.02 0.06
I -2.280 2.390 -1.038 0.13 -0.04 -0.10
H -3.635 7.091 0.719 0.00 0.00 0.00
H -1.391 8.085 0.419 0.00 0.00 0.00
H 0.462 6.693 -0.470 0.00 0.00 0.00
H 0.061 4.337 -1.043 0.00 0.00 0.00
```
Forces are in eV/Å.

## Properties
Relative energy (zero: lowest compared OMol25 entry of this formula, charge and spin) ... 76.7 kJ/mol
Largest force on an atom ... 0.011 hartree/bohr
DFT total energy ... -6886.09041 Ha
HOMO energy ... -6.8 eV
HOMO-LUMO gap ... 6.90 eV
LUMO ... 0.14 eV